P) Molecular formula: C5H7N3S
Method: DFT, ωB97M-V with the def2-TZVPD basis set

Each line ends with the Mulliken charge.
Positions of all 16 atoms, in Å:
C -1.3455 0.0442 1.2466  -0.3065
C -0.7770 0.2271 -0.0481  0.8472
C -1.7896 0.9808 -0.7777  -0.5784
C 1.4676 -0.5058 0.3722  0.2205
C 2.7621 -0.9236 -0.2823  -1.1902
N -2.5412 0.5402 1.3699  -0.7889
N -2.7776 1.0789 0.1468  0.2219
N 0.5173 -0.0662 -0.3857  -0.0859
S -2.1314 1.5382 -2.3611  -0.4447
H -0.9824 -0.4634 2.1958  0.2935
H 1.4456 -0.7754 1.4501  0.2565
H 2.6657 -1.7385 -0.9721  0.3510
H 3.4501 -0.9984 0.6083  0.2959
H 3.0226 -0.1686 -1.0125  0.3483
H -3.7575 1.3673 -0.1168  0.2418
H 0.7713 -0.1369 -1.4333  0.3178

Highest occupied orbital energy (alpha / beta) ... -7.0 / -7.0 eV
Gap between HOMO and LUMO (alpha / beta) ... 6.09 / 6.10 eV

Q) Molecular formula: C5H7N3S
Method: DFT, ωB97M-V with the def2-TZVPD basis set

Each line ends with the Mulliken charge.
Positions of all 16 atoms, in Å:
C 2.0022 1.9338 1.8572  0.4246
C 0.2487 -1.4522 0.9505  -0.5137
C -0.4179 -0.7173 -0.0349  0.4960
C -0.4838 0.6501 -0.0652  -0.0234
C -0.8445 -1.6073 -1.2375  -1.2368
N 2.5308 2.9560 1.6979  -0.5367
N 1.2552 0.8761 1.7832  -0.4179
N -0.8601 1.2904 -1.1768  -0.4220
S 1.3130 -0.7038 2.0934  0.0800
H 0.5615 -2.4623 1.0542  0.3175
H -0.6677 1.2972 0.8771  0.3913
H -1.7380 -0.9769 -1.6969  0.2904
H -1.3424 -2.5035 -0.7841  0.3894
H -0.1006 -1.7316 -2.0129  0.3144
H -0.7234 2.2842 -1.2413  0.2747
H -0.7330 0.8670 -2.0639  0.1722

Highest occupied orbital energy ... -7.7 eV
Gap between HOMO and LUMO ... 6.83 eV

Energetically preferred structure: P) | next structure: +24.0 kcal/mol

P) Molecular formula: C7H5NOS
Method: DFT, ωB97M-V with the def2-TZVPD basis set

Each line ends with the Mulliken charge.
Positions of all 15 atoms, in Å:
C 3.0016 -0.5142 -0.0488  -0.0044
C -1.4122 1.2773 0.0638  -0.6685
C -0.5229 2.2901 0.0898  -0.4240
C -0.7829 -0.0138 -0.0680  0.5405
C 0.5561 0.1631 -0.0908  0.1949
C 1.7789 -1.1717 0.0103  0.7417
C -1.4312 -1.3365 0.0151  -1.2322
N 3.9018 0.1433 -0.3099  -0.3149
O 1.5558 -2.3435 0.1825  -0.4685
S 1.1369 1.8075 0.0848  -0.1534
H -2.4332 1.2614 0.0829  0.4601
H -0.8670 3.3763 0.0654  0.3234
H -1.0787 -1.8414 -0.9164  0.2955
H -0.9794 -1.9598 0.8260  0.2905
H -2.4236 -1.1380 0.0134  0.4193

Highest occupied orbital energy ... -9.3 eV
Gap between HOMO and LUMO ... 8.41 eV
SMILES ... Cc1ccsc1C(=O)C#N

Q) Molecular formula: C7H5NOS
Method: DFT, ωB97M-V with the def2-TZVPD basis set

Each line ends with the Mulliken charge.
Positions of all 15 atoms, in Å:
C 3.6219 -1.7164 0.0139  0.0727
C -1.5210 1.0387 -0.0354  -0.5044
C -0.3640 0.3536 0.5352  -0.3537
C -1.7040 0.6201 -1.3136  -0.2325
C 0.1665 -0.5602 -0.2878  0.0602
C 2.4265 -1.2047 0.6204  -0.0493
C 1.0770 -1.6682 -0.1884  0.0849
N 4.5608 -2.1935 -0.4725  -0.4166
O 1.4349 -2.2580 0.9991  -0.4114
S -0.5469 -0.5118 -1.8774  -0.1163
H -2.1352 1.8570 0.3827  0.3423
H -0.0667 0.7332 1.4584  0.4184
H -2.5431 0.8026 -2.0915  0.2965
H 2.5166 -0.2493 1.1701  0.3572
H 1.1068 -2.3042 -1.0867  0.4520

Highest occupied orbital energy ... -9.0 eV
Gap between HOMO and LUMO ... 9.33 eV
SMILES ... N#C[C@@H]1O[C@H]1c1cccs1

Energetically preferred structure: P) | next structure: +12.0 kcal/mol

P) Molecular formula: CH5N2O
Method: DFT, ωB97M-V with the def2-TZVPD basis set

Each line ends with the Mulliken charge.
Positions of all 9 atoms, in Å:
C -0.2517 -1.4338 -2.0819  0.5715
N 0.5352 0.4699 0.3528  -0.4463
N -0.9809 -1.3346 -1.1179  -0.6393
O 0.4889 -1.2972 -2.9197  -0.2604
H -0.1215 -0.3576 0.1833  0.3053
H 0.1683 0.9818 1.1503  0.3878
H -1.5493 -1.9192 -0.4433  0.3257
H 0.5425 0.9598 -0.5399  0.3744
H 1.2758 -0.0866 0.6890  0.3812

Charge ... +1
Highest occupied orbital energy ... -15.9 eV
Gap between HOMO and LUMO ... 11.65 eV

Q) Molecular formula: CH5N2O
Method: DFT, ωB97M-V with the def2-TZVPD basis set

Each line ends with the Mulliken charge.
Positions of all 9 atoms, in Å:
C 0.5591 -0.9607 0.2806  -0.1749
N -2.8842 0.0662 0.0500  0.0492
N 0.9876 0.4027 0.2492  -0.2703
O -1.6874 0.0308 0.1639  -0.2997
H 0.4523 -1.3715 -0.7311  0.2413
H -3.3280 -0.8526 -0.1781  0.2527
H 0.0676 0.8766 0.4338  0.4253
H 1.3929 0.7778 -0.6258  0.3656
H 1.6110 0.6147 1.0459  0.4109

Charge ... +1
Highest occupied orbital energy (alpha / beta) ... -14.6 / -14.6 eV
Gap between HOMO and LUMO (alpha / beta) ... 8.41 / 8.47 eV

Energetically preferred structure: P) | next structure: +158.7 kcal/mol

P) Molecular formula: C6H6N
Method: DFT, ωB97M-V with the def2-TZVPD basis set

Each line ends with the Mulliken charge.
Positions of all 13 atoms, in Å:
C -0.6305 0.6912 -1.8369  0.0861
C 0.4769 0.0678 -1.8303  -0.1177
C 0.4376 -0.2975 0.3897  0.7216
C 0.7878 -1.0207 1.5368  -0.7055
C -1.4467 0.9257 -0.5656  -0.3568
C 1.0447 -0.7142 -0.8663  -0.2090
N -0.5024 0.7099 0.5709  -0.2756
H 0.4695 -0.7392 2.4556  0.4098
H 1.6837 -1.7062 1.3306  0.2085
H -1.7103 1.9995 -0.6881  0.3151
H -2.3567 0.3197 -0.4553  0.3031
H 1.9416 -1.8357 -1.0094  0.3115
H -0.1952 1.5996 0.9681  0.3090

Charge ... +1
Highest occupied orbital energy (alpha / beta) ... -14.3 / -14.3 eV
Gap between HOMO and LUMO (alpha / beta) ... 7.32 / 7.32 eV

Q) Molecular formula: C6H6N
Method: DFT, ωB97M-V with the def2-TZVPD basis set

Each line ends with the Mulliken charge.
Positions of all 13 atoms, in Å:
C 1.5468 -0.2296 -0.0980  -0.0466
C -0.6372 -1.0855 -0.0352  0.3638
C 2.8387 -0.4402 -0.0291  -0.6660
C -0.5905 1.1696 0.2213  -0.1617
C -1.8659 1.3795 -0.1025  -0.7433
C 0.2274 -0.0363 -0.0717  0.5174
N -1.4098 -1.9220 -0.0105  -0.0230
H 3.2254 -0.6456 0.8896  0.3147
H 3.3573 -0.4512 -1.0173  0.2509
H -2.5352 0.7357 -0.6952  0.2233
H -0.0057 1.9995 0.6076  0.3508
H -2.2726 2.3715 0.1783  0.2527
H -1.8787 -2.8452 0.1627  0.3670

Charge ... +1
Highest occupied orbital energy ... -13.9 eV
Gap between HOMO and LUMO ... 9.06 eV
SMILES ... C=C=C(C#[NH+])C=C

R) Molecular formula: C6H6N
Method: DFT, ωB97M-V with the def2-TZVPD basis set

Each line ends with the Mulliken charge.
Positions of all 13 atoms, in Å:
C -1.0358 -0.1570 -0.6097  0.4966
C -1.9939 -0.5509 0.4930  -0.6075
C 2.3602 0.7432 0.0985  -0.4165
C -2.3792 -0.2382 -0.9211  -0.3706
C 1.2120 -0.1024 0.5864  -0.1091
C 1.6155 0.3615 -1.1869  -0.0846
N 0.3180 0.0441 -0.5050  0.2994
H -2.2077 0.2409 1.2698  0.2141
H -1.9960 -1.5847 0.9966  0.2579
H 2.4249 1.7940 0.1567  0.3156
H 3.3381 0.5374 0.2133  0.3708
H -3.0977 -0.0692 -1.7647  0.3605
H 1.4417 -1.0187 1.1730  0.2734

Charge ... +1
Highest occupied orbital energy (alpha / beta) ... -13.8 / -13.8 eV
Gap between HOMO and LUMO (alpha / beta) ... 7.36 / 7.36 eV
SMILES ... C1=C([N+]2=C3C[C@H]32)C1

S) Molecular formula: C6H6N
Method: DFT, ωB97M-V with the def2-TZVPD basis set

Each line ends with the Mulliken charge.
Positions of all 13 atoms, in Å:
C 1.3342 -2.6166 -0.0486  0.0984
C 0.1088 -2.8189 0.5704  -0.6693
C -0.0906 1.3785 0.9933  -0.4421
C -0.8260 1.9309 -0.2269  -0.3561
C -0.2098 -0.5146 -0.8012  0.2974
C 0.2941 -1.7011 -0.2843  0.1256
N -0.3008 0.6416 -0.2344  0.0998
H 2.3381 -2.8653 -0.1315  0.4017
H 0.8042 1.9396 1.2443  0.2583
H -0.4644 0.8937 1.8946  0.2991
H -1.8156 2.1322 -0.3166  0.3073
H -0.2645 2.4333 -0.9731  0.2905
H -0.9078 -0.8334 -1.6860  0.2894

Charge ... +1
Highest occupied orbital energy (alpha / beta) ... -13.5 / -13.5 eV
Gap between HOMO and LUMO (alpha / beta) ... 8.25 / 8.25 eV
SMILES ... C1=CC=1C=[N+]1CC1

Energetically preferred structure: Q) | next structure: +74.3 kcal/mol